# 1
DFT (the ωB97M-V functional and the def2-TZVPD basis) results for a 4-piece molecular cluster, CH9O4 overall.

XYZ file:
```
14
Properties=species:S:1:pos:R:3:forces:R:3
C 1.73365 -1.71410 0.21951 -2.0 0.5 0.4
O 0.50507 -1.18213 0.80836 0.5 0.4 -1.6
H 1.76678 -2.76306 0.49148 0.7 -0.1 0.5
H 1.75121 -1.67908 -0.86760 -0.4 0.1 -0.2
H 2.49302 -1.01534 0.52660 1.0 -0.5 0.4
H -0.00322 1.89150 -0.23989 -0.7 0.6 -0.2
H -0.92484 2.39417 0.83591 0.0 0.5 -0.4
O -0.51490 2.75071 0.02606 0.2 -1.0 0.8
H -1.54479 -1.09159 0.29934 0.3 0.0 0.1
H -1.97249 -0.18224 -0.82636 0.2 0.1 0.1
O -2.33244 -0.68244 -0.08390 -0.2 0.0 -0.1
H 0.45111 -0.28681 0.22241 0.4 -0.9 0.8
H 1.19772 1.40557 -1.10950 0.5 -0.3 -0.1
O 0.71759 0.61196 -0.86573 -0.4 0.6 -0.4
```
Forces are in eV/Å.

Calculated values
ΔE to the lowest compared entry with this formula, charge and spin (kcal per mole): 16.7
2S+1: 1
Net charge: -1
LUMO energy (eV): 4.2475

In elementary charge units, the natural (NBO) charges are: C -0.26; O -0.85; H 0.15; H 0.17; H 0.17; H 0.50; H 0.45; O -1.03; H 0.50; H 0.48; O -0.99; H 0.51; H 0.44; O -1.24

***

# 2
DFT (the ωB97M-V functional and the def2-TZVPD basis) results for a 4-piece molecular cluster, CH9O4 overall.

XYZ file:
```
14
Properties=species:S:1:pos:R:3:forces:R:3
C 0.01360 -1.22231 -1.98957 0.7 0.0 -1.4
O -0.23354 -0.29596 -1.03820 -0.1 0.2 0.4
H 1.03641 -1.68945 -1.96969 -0.2 0.0 0.5
H 0.03082 -0.80988 -3.03749 -0.2 0.1 0.3
H -0.67206 -2.07992 -2.08906 -0.3 -0.1 0.4
H -0.60970 1.15269 2.14925 -0.2 -0.2 0.1
H 0.23943 0.26710 2.99471 0.0 -0.2 0.0
O -0.16890 1.13453 3.00951 0.1 0.3 0.1
H 1.17015 0.60159 -0.97200 -0.4 0.2 0.0
H 2.58985 0.35817 -1.39066 0.2 0.2 0.0
O 2.03981 1.08860 -1.09010 0.1 -0.3 0.0
H -1.19037 -0.39185 0.15590 -0.3 -0.9 0.1
H -2.36124 -1.17537 1.09332 0.0 -0.2 -0.5
O -1.69721 -0.49334 1.05668 0.5 0.9 0.3
```
Forces are in eV/Å.

Calculated values
ΔE to the lowest compared entry with this formula, charge and spin (kcal per mole): 10.4
2S+1: 1
Net charge: -1
LUMO energy (eV): 4.1220

In elementary charge units, the natural (NBO) charges are: C -0.20; O -0.95; H 0.09; H 0.10; H 0.11; H 0.50; H 0.47; O -0.97; H 0.51; H 0.44; O -1.01; H 0.52; H 0.45; O -1.07

***

# 3
DFT (the ωB97M-V functional and the def2-TZVPD basis) results for CHAlF3NO4S2 as an isolated structure.

XYZ file:
```
13
Properties=species:S:1:pos:R:3:forces:R:3
N -0.90235 0.12637 0.58037 0.2 0.0 -2.0
S -1.81732 0.88580 -0.47553 -3.5 0.6 5.3
O -2.36240 2.09526 0.09943 1.3 -2.5 -1.8
O -1.12228 1.06908 -1.79745 3.2 -1.0 -4.1
S 0.23995 -0.92868 0.31560 -1.6 -1.6 7.4
O 0.61314 -1.09239 -1.12851 0.6 0.0 -4.6
O 0.06256 -2.16842 1.04083 0.3 2.1 -2.2
C 1.74152 -0.09335 1.04538 1.4 0.0 1.4
F 1.99122 1.01633 0.38303 -0.3 0.3 -0.6
F 1.50426 0.17740 2.31108 -0.4 -0.3 -0.8
F 2.76300 -0.91888 0.94318 -0.5 0.0 -0.3
H -2.79163 -0.04161 -0.87378 0.5 1.0 0.5
Al 0.08033 -0.12692 -2.44361 -1.3 1.4 1.9
```
Forces are in eV/Å.

Calculated values
ΔE to the lowest compared entry with this formula, charge and spin (kcal per mole): 0.0
2S+1: 1
Net charge: +2
LUMO energy (eV): -15.1795

In elementary charge units, the natural (NBO) charges are: N -1.12; S 2.08; O -0.69; O -1.12; S 2.13; O -1.15; O -0.70; C 0.80; F -0.29; F -0.24; F -0.25; H 0.09; Al 2.47

***

# 4
DFT (the ωB97M-V functional and the def2-TZVPD basis) results for CHBr2N as an isolated structure.

XYZ file:
```
5
Properties=species:S:1:pos:R:3:forces:R:3
C -0.52845 -0.07430 -0.17288 3.9 1.2 1.7
N 1.41736 0.49652 -0.01875 -3.5 -1.0 -2.0
Br -1.38549 0.62551 -1.57644 -0.1 0.3 -0.8
Br -1.16775 -1.47591 0.81103 0.2 -0.3 0.0
H 1.66434 0.42818 0.95703 -0.5 -0.3 1.1
```
Forces are in eV/Å.

Calculated values
ΔE to the lowest compared entry with this formula, charge and spin (kcal per mole): 36.3
2S+1: 3
LUMO energy (spin up / spin down) (eV): -0.6058 / -1.2951

In elementary charge units, the natural (NBO) charges are: C -0.33; N -0.33; Br 0.22; Br 0.17; H 0.27

***

# 5
DFT (the ωB97M-V functional and the def2-TZVPD basis) results for CHBr3 as an isolated structure.

XYZ file:
```
5
Properties=species:S:1:pos:R:3:forces:R:3
C 1.69220 -1.70077 4.01517 1.5 1.4 -0.7
Br 2.93714 -2.34500 5.21023 1.1 -1.8 1.2
Br 0.11074 -1.22200 4.76565 -1.9 0.9 1.4
Br 1.38834 -2.25817 2.30202 -0.6 -2.9 -3.1
H 2.31494 -0.97432 3.57075 -0.1 2.4 1.1
```
Forces are in eV/Å.

Calculated values
ΔE to the lowest compared entry with this formula, charge and spin (kcal per mole): 28.3
2S+1: 1
LUMO energy (eV): 0.3563

In elementary charge units, the natural (NBO) charges are: C -0.62; Br 0.13; Br 0.15; Br 0.11; H 0.23

***

# 6
DFT (the ωB97M-V functional and the def2-TZVPD basis) results for CHBr3Ca2F4O4P2Rb2 as an isolated structure.

XYZ file:
```
19
Properties=species:S:1:pos:R:3:forces:R:3
Rb 1.32100 -1.84062 -3.17063 -0.1 -0.5 -0.8
Rb -0.79175 -1.80208 3.05156 -0.7 -1.1 0.4
Ca 3.12673 -0.55707 0.42974 0.5 -2.7 -1.3
Ca 1.15741 1.75908 2.39483 -1.9 2.1 0.0
O 0.51978 -3.62783 1.47065 -0.3 1.0 0.7
P 1.59631 -3.75600 0.49368 -0.5 0.9 0.6
O 2.67586 -2.67305 0.41200 0.2 1.6 0.0
F 0.92952 -3.76423 -0.91023 0.4 -0.2 -0.6
F 2.34369 -5.03183 0.65120 0.6 -1.4 -0.5
O 1.07659 -0.44902 -0.60266 0.4 0.6 1.3
P -0.26267 0.17763 -0.26787 1.8 0.0 0.9
O -0.24412 1.34564 0.69595 1.3 -0.7 1.2
F -1.18555 -0.90191 0.28177 -0.4 -0.1 0.0
F -0.80771 0.59120 -1.56526 -1.6 0.7 -2.1
C -2.15253 4.05933 -0.69258 -0.4 0.2 -0.9
Br -2.33788 4.13116 1.21416 0.4 -0.1 0.5
Br -2.41837 5.80963 -1.41157 -0.1 0.0 0.1
Br -3.37296 2.78154 -1.45638 -0.1 -0.1 0.1
H -1.17335 3.74844 -1.01836 0.3 0.0 0.4
```
Forces are in eV/Å.

Calculated values
ΔE to the lowest compared entry with this formula, charge and spin (kcal per mole): 0.0
2S+1: 1
Net charge: +4
LUMO energy (eV): -17.0295

In elementary charge units, the Mulliken charges are: Rb 1.03; Rb 0.99; Ca 1.61; Ca 1.60; O -0.51; P 0.65; O -0.63; F -0.15; F -0.12; O -0.59; P 0.70; O -0.56; F -0.12; F -0.08; C -0.25; Br 0.02; Br 0.14; Br 0.04; H 0.23

***

Look up the ΔE to the lowest compared entry with this formula, charge and spin of the first one. 16.7 kcal per mole

***

Number 2 is which compound? CH9O4